a:
{"formula": "H3OP", "method": "ωB97M-V/def2-TZVPD", "symbols": ["O", "P", "H", "H", "H"], "coordinates": [[1.4395, 0.2372, -0.5851], [0.1174, -0.1367, -0.0629], [-0.1186, -1.3714, 0.3360], [-0.4262, 1.2908, 1.2984], [-1.0121, -0.0199, -0.9865]], "e_lumo_ev": -0.355, "charge": 0, "gap_ev": 9.858, "mol_weight_g_mol": 50.00}



b:
{"formula": "H3OP", "method": "ωB97M-V/def2-TZVPD", "symbols": ["O", "P", "H", "H", "H"], "coordinates": [[-0.4818, -1.9160, 0.3730], [-0.0760, -0.5581, 0.0539], [-0.4685, -0.1237, -1.2037], [-0.6896, 0.5036, 1.1796], [1.2991, -0.3135, 0.1021]], "e_lumo_ev": 0.678, "charge": 0, "gap_ev": 11.280, "mol_weight_g_mol": 50.00, "smiles": "O=[PH3]"}



The most stable of them is b.



a:
{"formula": "C5H7I", "method": "ωB97M-V/def2-TZVPD", "symbols": ["I", "C", "C", "C", "C", "C", "H", "H", "H", "H", "H", "H", "H"], "coordinates": [[-1.9521, -2.0675, -1.3178], [-1.1588, -0.7825, 0.1194], [-1.2788, 0.6900, 0.2671], [-0.0049, 0.0456, 0.1053], [1.6554, 0.0705, 0.5510], [1.0882, 0.2692, -0.7981], [-1.4036, -1.4305, 0.9866], [-1.6414, 1.3009, -0.5054], [-1.6231, 0.9881, 1.2731], [1.8289, -0.8238, 1.0365], [2.0531, 0.9374, 1.0172], [1.1425, 1.3113, -1.1111], [1.2945, -0.5086, -1.6238]], "e_lumo_ev": 0.671, "charge": 0, "gap_ev": 9.612, "mol_weight_g_mol": 194.02, "smiles": "I[C@@H]1CC12CC2"}



b:
{"formula": "C5H7I", "method": "ωB97M-V/def2-TZVPD", "symbols": ["I", "C", "C", "C", "C", "C", "H", "H", "H", "H", "H", "H", "H"], "coordinates": [[0.3591, -3.0543, 1.0122], [-0.1519, -1.2913, -0.1272], [0.8728, -0.3701, -0.8017], [0.5858, 0.8220, 0.1367], [-0.8399, 1.2908, -0.0176], [-0.5615, 0.1510, 0.9379], [-1.0095, -1.6095, -0.8364], [0.5284, -0.2726, -1.8141], [1.9985, -0.7322, -0.6157], [1.4055, 1.4040, 0.4948], [-1.0870, 2.2062, 0.5028], [-1.3470, 1.3654, -0.9143], [-0.7534, 0.0905, 2.0426]], "e_lumo_ev": 0.561, "charge": 0, "gap_ev": 9.637, "mol_weight_g_mol": 194.02, "smiles": "I[C@@H]1C[C@H]2C[C@H]21"}



The most stable of them is b.



a:
{"formula": "C23H29N3O2", "method": "ωB97M-V/def2-TZVPD", "symbols": ["C", "C", "C", "C", "H", "H", "H", "C", "N", "C", "C", "H", "H", "C", "C", "C", "H", "H", "H", "H", "O", "C", "C", "C", "C", "C", "C", "H", "H", "C", "O", "N", "H", "C", "C", "N", "C", "C", "C", "C", "H", "H", "H", "H", "H", "H", "H", "H", "H", "H", "H", "H", "H", "H", "H", "H", "H"], "coordinates": [[-2.4635, -2.7486, 6.2744], [-3.1624, -2.7497, 4.9529], [-3.6850, -3.8154, 4.1852], [-3.6560, -5.1200, 4.7173], [-3.4890, -5.0266, 5.8749], [-4.5026, -5.4974, 4.5032], [-2.6678, -5.7520, 4.2092], [-4.1612, -3.4236, 2.7362], [-3.5082, -2.3083, 2.0291], [-2.1111, -2.6768, 1.7727], [-1.4309, -1.4864, 1.0130], [-1.4712, -0.5724, 1.8464], [-0.4043, -1.4772, 1.1101], [-2.1855, -0.9480, -0.0625], [-3.7073, -0.5549, 0.3824], [-4.0795, -1.9877, 0.9336], [-5.1858, -1.7567, 1.4036], [-4.1351, -2.7315, 0.1667], [-3.8171, 0.0544, 1.1174], [-4.1142, -0.4050, -0.5227], [-1.6943, 0.4800, -0.4491], [-0.3376, 0.3831, -1.2222], [0.2726, -0.6914, -1.6473], [1.5896, -0.4837, -2.3008], [1.6857, 1.0119, -2.6289], [1.0752, 1.9410, -1.9941], [0.0137, 1.8479, -1.1924], [-0.7508, 2.5226, -1.1292], [1.5873, 2.9881, -2.2292], [3.2404, 1.0315, -3.1383], [3.5004, 0.2849, -4.1381], [3.8662, 2.2773, -2.8148], [3.5737, 2.6901, -2.0686], [5.2248, 2.6056, -3.3334], [5.2708, 4.0385, -3.7009], [5.2169, 4.1943, -5.1573], [5.1673, 5.7195, -5.3395], [5.4460, 6.4391, -4.3864], [5.2129, 6.2626, -3.0991], [5.2830, 4.8809, -2.8787], [5.2431, 4.5093, -1.5597], [5.4070, 6.9186, -2.4000], [5.3783, 7.7213, -4.7154], [5.4576, 5.9021, -6.2998], [6.0134, 2.3425, -2.8754], [5.1811, 1.8935, -4.2087], [2.0441, -1.2293, -2.4712], [-0.0564, -1.6562, -1.1962], [-2.2418, -1.5721, -0.9077], [-1.4789, -3.0485, 2.4743], [-2.1175, -3.4662, 0.8996], [-4.0288, -4.4485, 2.1783], [-5.3644, -3.3730, 2.8935], [-3.0316, -1.7751, 4.4891], [-2.4106, -3.7673, 6.8123], [-1.3955, -2.4594, 6.1759], [-3.1051, -1.9318, 6.9165]], "e_lumo_ev": -0.335, "charge": 0, "gap_ev": 8.120, "mol_weight_g_mol": 379.50}



b:
{"formula": "C23H29N3O2", "method": "ωB97M-V/def2-TZVPD", "symbols": ["C", "C", "C", "C", "N", "N", "C", "C", "C", "C", "O", "N", "C", "C", "C", "C", "C", "C", "C", "C", "C", "C", "C", "C", "C", "O", "C", "C", "H", "H", "H", "H", "H", "H", "H", "H", "H", "H", "H", "H", "H", "H", "H", "H", "H", "H", "H", "H", "H", "H", "H", "H", "H", "H", "H", "H", "H"], "coordinates": [[-5.1165, 4.2376, 0.5122], [-4.6917, 4.0686, 1.9661], [-3.6907, 5.1288, 2.4273], [-2.4045, 5.1524, 1.5955], [-1.7783, 3.8594, 1.5421], [-1.8749, 3.1074, 0.4466], [-1.2333, 1.9752, 0.7333], [-1.0454, 0.8484, -0.0800], [-0.3273, -0.2091, 0.4184], [-0.1251, -1.3937, -0.4648], [-0.9515, -1.7601, -1.2772], [1.0582, -2.0390, -0.2835], [1.4684, -3.1331, -1.1286], [2.4482, -2.6831, -2.2241], [2.8117, -3.8435, -3.1036], [1.9621, -4.2394, -4.1294], [2.2717, -5.3286, -4.9206], [3.4372, -6.0561, -4.7088], [3.7772, -7.2229, -5.5860], [4.2829, -5.6612, -3.6817], [3.9733, -4.5710, -2.8880], [0.1848, -0.1820, 1.7405], [0.0008, 0.8926, 2.5623], [-0.7042, 2.0078, 2.0717], [-1.1023, 3.2643, 2.5427], [-0.9500, 3.9594, 3.6922], [-0.1765, 3.3590, 4.7167], [-0.0932, 4.3445, 5.8706], [-4.2906, 4.0049, -0.1543], [-5.4522, 5.2559, 0.3255], [-5.9347, 3.5596, 0.2825], [-4.2564, 3.0756, 2.0946], [-5.5704, 4.1284, 2.6129], [-4.1480, 6.1181, 2.3648], [-3.4281, 4.9434, 3.4708], [-1.6989, 5.8627, 2.0357], [-2.6159, 5.4358, 0.5643], [-1.4538, 0.8164, -1.0769], [1.7672, -1.6030, 0.2841], [0.5613, -3.5308, -1.5889], [1.9298, -3.9127, -0.5138], [1.9673, -1.9000, -2.8137], [3.3449, -2.2664, -1.7584], [1.0514, -3.6859, -4.3070], [1.6004, -5.6214, -5.7155], [4.2117, -6.8716, -6.5227], [4.4986, -7.8770, -5.1022], [2.8852, -7.7975, -5.8270], [5.1945, -6.2129, -3.4992], [4.6470, -4.2809, -2.0936], [0.7009, -1.0519, 2.1207], [0.3886, 0.8744, 3.5701], [0.8267, 3.1274, 4.3358], [-0.6565, 2.4273, 5.0432], [0.3765, 5.2669, 5.5397], [-1.0902, 4.5748, 6.2360], [0.4924, 3.9160, 6.6786]], "e_lumo_ev": 0.638, "charge": 0, "gap_ev": 8.318, "mol_weight_g_mol": 379.50, "smiles": "CCCCn1nc2cc(C(=O)NCCc3ccc(C)cc3)ccc2c1OCC"}



The most stable of them is b.



a:
{"formula": "C23H44NP3RuSe", "method": "ωB97M-V/def2-TZVPD", "symbols": ["Ru", "P", "P", "P", "H", "C", "C", "H", "C", "C", "C", "C", "C", "C", "C", "C", "C", "H", "H", "H", "H", "H", "H", "H", "H", "H", "H", "H", "H", "H", "H", "H", "H", "H", "H", "H", "H", "H", "H", "H", "H", "H", "H", "H", "H", "H", "C", "C", "C", "C", "C", "C", "Se", "H", "H", "H", "H", "H", "H", "N", "C", "C", "C", "C", "C", "C", "H", "H", "H", "H", "H", "H", "H"], "coordinates": [[-1.1210, -0.1930, -0.1230], [-3.0899, -0.3573, -1.1779], [-0.3384, -2.2347, -0.6206], [-0.6576, 2.0483, -0.4011], [3.9423, -0.9559, -1.6388], [3.9999, 0.0201, -1.1463], [4.1373, 0.1293, 0.1844], [4.1861, -0.7579, 0.8217], [-2.9669, -0.0352, -2.9753], [-4.0440, -1.9227, -1.1095], [-4.3018, 0.8702, -0.5838], [1.4410, -2.5039, -0.4141], [-1.1077, -3.4421, 0.5191], [-0.6787, -2.8790, -2.2935], [1.0917, 2.4928, -0.1536], [-1.4941, 3.1069, 0.8436], [-1.1748, 2.8283, -1.9646], [4.0015, 0.8980, -1.8006], [4.2784, 1.1024, 0.6628], [-3.7101, -0.6464, -3.5111], [-1.9546, -0.2778, -3.3427], [-3.1602, 1.0252, -3.1776], [-4.8931, -1.8666, -1.8044], [-4.4316, -2.0660, -0.0923], [-3.4343, -2.7968, -1.3690], [-5.1701, 0.9072, -1.2550], [-3.8573, 1.8726, -0.5188], [-4.6397, 0.5736, 0.4177], [1.6883, -3.5536, -0.6305], [1.7392, -2.2822, 0.6166], [2.0079, -1.8509, -1.0915], [-1.0749, -4.4514, 0.0937], [-2.1502, -3.1708, 0.7160], [-0.5558, -3.4374, 1.4667], [-0.3119, -3.9131, -2.3516], [-0.1423, -2.2575, -3.0276], [-1.7501, -2.8687, -2.5272], [1.1702, 3.5729, 0.0313], [1.6820, 2.2168, -1.0388], [1.5009, 1.9560, 0.7127], [-1.3980, 4.1569, 0.5358], [-1.0213, 2.9850, 1.8259], [-2.5589, 2.8549, 0.9175], [-0.8971, 3.8916, -1.9358], [-2.2616, 2.7444, -2.0985], [-0.6636, 2.3435, -2.8124], [1.7130, 0.2813, -4.6196], [3.0997, 0.0943, -4.8384], [3.6243, 0.1071, -6.1330], [2.7847, 0.3188, -7.2382], [1.4068, 0.4860, -7.0332], [0.8720, 0.4645, -5.7471], [0.9980, 0.2798, -2.8888], [-2.2926, -0.7856, 0.7724], [3.7462, -0.0514, -3.9729], [4.6940, -0.0561, -6.2828], [3.1936, 0.3322, -8.2502], [0.7464, 0.6258, -7.8890], [-0.1944, 0.5957, -5.5718], [-1.0046, 0.1165, 2.0975], [0.2010, 0.4313, 2.8360], [1.4475, 0.0867, 2.3226], [2.5890, 0.3446, 3.0952], [2.4643, 0.9306, 4.3592], [1.1988, 1.2775, 4.8573], [0.0566, 1.0186, 4.0991], [-1.3875, -0.7597, 2.4678], [-1.7299, 0.8015, 2.3392], [1.5264, -0.3484, 1.3204], [3.5626, 0.0788, 2.6890], [3.3525, 1.1154, 4.9653], [1.1066, 1.7377, 5.8380], [-0.9460, 1.2618, 4.4648]], "e_lumo_ev": [-8.057, -12.051], "charge": 3, "gap_ev": [8.148, 4.808], "mol_weight_g_mol": 607.56, "spin_multiplicity": 6, "s_squared": 8.784}



b:
{"formula": "C23H44NP3RuSe", "method": "ωB97M-V/def2-TZVPD", "symbols": ["Ru", "P", "P", "P", "H", "C", "C", "H", "C", "C", "C", "C", "C", "C", "C", "C", "C", "H", "H", "H", "H", "H", "H", "H", "H", "H", "H", "H", "H", "H", "H", "H", "H", "H", "H", "H", "H", "H", "H", "H", "H", "H", "H", "H", "H", "H", "C", "C", "C", "C", "C", "C", "Se", "H", "H", "H", "H", "H", "H", "N", "C", "C", "C", "C", "C", "C", "H", "H", "H", "H", "H", "H", "H"], "coordinates": [[-0.9509, -0.2395, -0.2985], [-3.1029, -0.1250, -0.9262], [-0.1359, -2.2980, -0.4960], [-0.4452, 2.0285, -0.5015], [3.7986, -0.9105, -2.2484], [3.8721, 0.0571, -1.7497], [4.0897, 0.1465, -0.4244], [4.1617, -0.7457, 0.2029], [-3.2794, -0.0944, -2.7289], [-4.2269, -1.4659, -0.3908], [-4.0004, 1.3480, -0.3259], [1.6731, -2.3248, -0.4083], [-0.5900, -3.5334, 0.7677], [-0.5579, -3.0236, -2.0973], [1.3493, 2.3086, -0.4866], [-1.0214, 3.0606, 0.9050], [-1.0539, 2.9310, -1.9662], [3.8458, 0.9560, -2.3757], [4.2290, 1.1142, 0.0640], [-4.3217, -0.3258, -2.9867], [-2.6119, -0.8421, -3.1744], [-3.0121, 0.8946, -3.1218], [-5.2176, -1.3201, -0.8434], [-4.3207, -1.4457, 0.7044], [-3.8188, -2.4370, -0.6955], [-5.0502, 1.2651, -0.6377], [-3.5826, 2.2764, -0.7319], [-3.9708, 1.3893, 0.7719], [2.0550, -3.2671, -0.8160], [1.9901, -2.2407, 0.6412], [2.1180, -1.4892, -0.9613], [-0.2939, -4.5397, 0.4470], [-1.6744, -3.5063, 0.9257], [-0.0897, -3.2885, 1.7145], [-0.0575, -3.9934, -2.2036], [-0.2301, -2.3377, -2.8944], [-1.6450, -3.1644, -2.1626], [1.5745, 3.3467, -0.7669], [1.8403, 1.6306, -1.1964], [1.7507, 2.1150, 0.5177], [-0.7916, 4.1165, 0.7058], [-0.5100, 2.7572, 1.8290], [-2.1055, 2.9561, 1.0432], [-0.7591, 3.9874, -1.8861], [-2.1475, 2.8740, -2.0378], [-0.6056, 2.4847, -2.8697], [1.6910, 0.2330, -5.1383], [3.0904, -0.0014, -5.1179], [3.8362, -0.0454, -6.2925], [3.2250, 0.1728, -7.5365], [1.8473, 0.4439, -7.5846], [1.0908, 0.4807, -6.4099], [0.7165, 0.2047, -3.5631], [-1.8762, -1.2740, 0.4535], [3.5759, -0.1555, -4.1586], [4.9084, -0.2432, -6.2387], [3.8195, 0.1551, -8.4503], [1.3618, 0.6321, -8.5485], [0.0201, 0.6829, -6.4509], [-1.3071, -0.0144, 1.9043], [-0.2838, 0.2780, 2.8906], [1.0745, 0.2249, 2.5905], [1.9911, 0.5164, 3.6197], [1.5292, 0.8393, 4.9002], [0.1555, 0.8733, 5.1758], [-0.7568, 0.5913, 4.1680], [-1.7733, -0.8818, 2.1985], [-2.0606, 0.6682, 1.9965], [1.3890, -0.0455, 1.5781], [3.0609, 0.4812, 3.4104], [2.2424, 1.0483, 5.6993], [-0.2158, 1.1158, 6.1713], [-1.8354, 0.5949, 4.3409]], "e_lumo_ev": [-7.815, -11.975], "charge": 3, "gap_ev": [8.266, 4.781], "mol_weight_g_mol": 607.56, "spin_multiplicity": 6, "s_squared": 8.786}



The most stable of them is a.